No. 1
DFT (the ωB97M-V functional and the def2-TZVPD basis) results for a 12-piece molecular cluster, H24O12 overall.

```
36
Properties=species:S:1:pos:R:3:mulliken_charge:R:1
O 0.52591 -1.87702 -1.61157 -0.68
H -0.00079 -2.21252 -2.33701 0.25
H 0.81067 -2.65965 -1.13972 0.26
O 0.89936 -2.34909 1.93266 -0.24
H 1.21016 -2.54482 2.81658 0.09
H 1.66402 -1.98854 1.48374 0.22
O 3.08338 2.79120 0.54225 -0.79
H 2.36438 2.21907 0.81047 0.20
H 3.52081 3.02659 1.36047 0.36
O -1.63190 -2.69047 1.04716 -0.73
H -0.72304 -2.40457 0.95529 0.27
H -2.05242 -1.99477 1.55253 0.31
O -0.98238 0.74888 2.78084 -0.72
H -1.54401 1.50829 2.93615 0.36
H -0.10370 1.11602 2.68410 0.20
O -3.02825 -0.32142 -2.08026 -0.69
H -3.80942 -0.82439 -1.84999 0.31
H -2.87416 0.24286 -1.32257 0.24
O 0.03474 2.80978 -1.48396 -0.68
H -0.05742 3.61441 -0.97374 0.27
H -0.33470 2.12694 -0.92407 0.26
O -0.54488 0.75302 -3.27989 -0.54
H -0.84230 0.34456 -4.09287 0.24
H -1.25638 0.59729 -2.65880 0.33
O -2.93370 -0.26810 1.26654 -0.59
H -3.85285 -0.35310 1.51991 0.23
H -2.54515 0.27561 1.95184 0.24
O 3.20134 -0.38234 0.63714 0.11
H 3.08901 -0.34107 1.58684 -0.11
H 4.01468 -0.87146 0.51273 0.05
O 1.86946 0.54293 -1.86931 -0.81
H 2.58309 0.33220 -1.26719 0.21
H 1.32469 -0.24405 -1.88060 0.34
O -0.41782 0.75313 -0.07370 0.16
H -1.06661 0.23981 0.40778 0.17
H 0.40618 0.28481 0.06023 -0.12
```

Gap between HOMO and LUMO (alpha / beta), eV: 2.6854 / 8.8782
Charge: -1
<S²>: 0.750
Calculated total energy, a.u.: -917.22651
ΔE to the lowest compared entry with this formula, charge and spin, eV: 1.826
2S+1: 2

No. 2
DFT (the ωB97M-V functional and the def2-TZVPD basis) results for C38H29I2N2O2PRb as an isolated structure.

```
75
Properties=species:S:1:pos:R:3:mulliken_charge:R:1
Rb 1.26373 0.59720 -0.77455 0.75
I 5.40049 0.88427 -2.20597 0.09
C 4.45245 2.54274 -1.31215 -0.14
I 2.88799 3.36957 -2.48445 0.06
H 5.19004 3.31921 -1.15875 0.43
H 4.01549 2.19309 -0.37758 -0.28
C -5.89026 0.72895 -1.42702 -0.46
C -5.09525 0.59223 -0.30016 -0.55
C -3.77606 0.16957 -0.43050 -0.58
C -3.22624 -0.13206 -1.67356 -0.04
C -4.04364 0.01488 -2.79649 0.02
C -5.35746 0.44056 -2.67960 -0.66
P -1.44107 -0.71545 -1.69653 0.75
C -0.98162 0.16622 -3.25764 0.28
C -0.98126 1.55915 -3.21174 -0.19
C -0.57811 2.32005 -4.30214 -0.82
C -0.17331 1.68947 -5.46919 -0.48
C -0.18136 0.30126 -5.53176 -0.71
C -0.57436 -0.45371 -4.43566 -0.26
C -1.72541 -2.45173 -2.20173 0.40
C -2.87841 -3.15950 -2.39746 -0.50
C -2.78931 -4.53085 -2.74890 -0.70
C -1.57790 -5.14718 -2.90915 -0.89
C -0.36772 -4.42900 -2.72004 0.50
C 0.92947 -4.97085 -2.90364 -0.88
C 2.02308 -4.16673 -2.72433 -0.61
C 1.89040 -2.80025 -2.34778 -0.46
C 0.66172 -2.20820 -2.14145 0.22
C -0.45231 -3.07167 -2.34688 -0.35
H -6.91654 1.06271 -1.33413 0.36
H -5.49544 0.82082 0.68021 0.41
H -3.15516 0.07915 0.45575 0.33
H -3.64137 -0.20260 -3.78053 0.41
H -5.97094 0.54942 -3.56621 0.38
H -1.32247 2.06347 -2.31113 0.43
H -0.58453 3.40156 -4.23563 0.52
H 0.14995 2.27287 -6.32230 0.36
H 0.13626 -0.20078 -6.43753 0.38
H -0.54936 -1.53443 -4.48937 0.37
H -3.85165 -2.69501 -2.29123 0.42
H -3.70174 -5.09661 -2.89875 0.40
H -1.53842 -6.19471 -3.19133 0.34
H 1.04626 -6.01182 -3.18672 0.34
H 3.01438 -4.58772 -2.86706 0.36
H 2.81332 -2.23417 -2.22028 0.31
O 4.80132 -0.46983 1.77331 -0.73
C 3.77795 0.13331 2.02132 -0.12
N 3.12867 0.08494 3.24439 -0.07
C 1.97983 0.94575 3.28487 3.49
C 2.00050 1.43220 1.80784 -0.17
O 1.09949 2.13712 1.34588 -0.81
N 3.07691 0.97716 1.16057 -0.49
C 2.16927 2.18590 4.15664 -0.82
C 3.39672 2.49066 4.72675 -0.36
C 3.55820 3.65142 5.47561 -0.87
C 2.49535 4.52253 5.65112 -0.38
C 1.26732 4.22881 5.06850 -0.90
C 1.10617 3.07060 4.32748 -0.04
C 0.71525 0.17536 3.65694 -0.60
C -0.08819 -0.44526 2.70508 0.40
C -1.18429 -1.20689 3.08522 -0.73
C -1.49687 -1.36214 4.42768 -0.52
C -0.70306 -0.75100 5.38701 -0.84
C 0.38966 0.01212 5.00086 -0.27
H 3.46345 -0.48270 4.00158 0.22
H 4.23342 1.82143 4.57378 0.41
H 4.52193 3.87432 5.91652 0.41
H 2.62103 5.42802 6.23143 0.39
H 0.43262 4.90839 5.18734 0.39
H 0.15499 2.84948 3.86069 0.46
H 0.10748 -0.35766 1.64547 -0.15
H -1.78949 -1.67809 2.32071 0.49
H -2.35291 -1.95571 4.72291 0.40
H -0.93377 -0.86323 6.43911 0.38
H 0.99472 0.49956 5.75644 0.41
```

Gap between HOMO and LUMO, eV: 6.2032
Charge: -1
Calculated total energy, a.u.: -2686.38834
ΔE to the lowest compared entry with this formula, charge and spin, eV: 0.562
2S+1: 1

No. 3
DFT (the ωB97M-V functional and the def2-TZVPD basis) results for one molecule with the formula C3H10P4.

```
17
Properties=species:S:1:pos:R:3:mulliken_charge:R:1
C -0.99220 2.54778 -0.81736 -1.10
C 0.02161 1.66795 0.01796 -0.46
C -0.13904 0.34571 -0.74587 -1.20
P 1.81554 -1.80246 2.87796 -0.04
P 0.14915 -1.22883 1.86268 -0.04
P 0.28961 -2.87547 -1.17344 -0.10
P 1.01529 -1.02885 -0.17465 -0.02
H -1.99448 2.04796 -0.51902 0.26
H -1.16668 3.60438 -0.46699 0.31
H -0.91010 2.58946 -1.85800 0.35
H 1.01187 1.91030 -0.17181 0.35
H -0.03169 1.46041 1.03001 0.45
H -1.06238 -0.12404 -0.65259 0.55
H 0.00598 0.26247 -1.79923 0.51
H 1.09336 -2.65146 3.78379 0.04
H 1.56819 -3.40040 -0.85949 0.09
H -0.67403 -3.32490 -0.33396 0.05
```

Gap between HOMO and LUMO, eV: 7.0356
Charge: 0
Calculated total energy, a.u.: -1485.60867
ΔE to the lowest compared entry with this formula, charge and spin, eV: 0.000
2S+1: 1

No. 4
DFT (the ωB97M-V functional and the def2-TZVPD basis) results for H14O7Pt as an isolated structure.

```
22
Properties=species:S:1:pos:R:3:mulliken_charge:R:1
Pt -6.53027 3.41295 -17.40863 1.79
O -5.95238 1.38862 -17.27099 -0.57
H -6.29527 0.73966 -16.65657 0.28
H -5.04207 1.12833 -17.41176 0.32
O -6.43821 2.65082 -19.65815 -0.56
H -6.77702 1.77434 -19.84042 0.29
H -6.27451 3.02927 -20.52199 0.27
O -7.73730 5.49529 -17.75153 -0.59
H -7.15849 6.25700 -17.71973 0.31
H -8.60495 5.84452 -17.54797 0.29
O -8.59805 2.62361 -17.77560 -0.59
H -8.90807 2.21015 -16.96989 0.32
H -9.34721 2.58262 -18.37000 0.27
O -4.74795 3.56076 -15.97722 -0.54
H -4.29358 2.76476 -15.70125 0.31
H -4.04635 4.17246 -16.20038 0.31
O -5.11453 4.76283 -18.54893 -0.51
H -4.48272 4.35371 -19.14026 0.29
H -4.81217 5.66694 -18.46292 0.27
O -7.33603 3.72314 -15.38759 -0.58
H -6.80412 3.23092 -14.76227 0.32
H -7.85999 4.31266 -14.84522 0.28
```

Gap between HOMO and LUMO (alpha / beta), eV: 10.4215 / 9.0297
Charge: +2
<S²>: 2.003
Calculated total energy, a.u.: -653.69444
ΔE to the lowest compared entry with this formula, charge and spin, eV: 0.691
2S+1: 3